1.
Here is a structure of composition C40H58AlN4SSi from the OMol25 dataset. Energies are from ωB97M-V/def2-TZVPD.

Element x y z (Å)
C: 7.93 -0.06 3.04
C: 6.68 0.06 2.07
C: 6.96 -0.69 0.69
C: 6.45 0.13 -0.58
Al: 4.44 0.54 -0.51
S: 3.53 -0.18 -2.48
C: 4.00 2.47 -0.02
C: 3.04 3.23 -1.04
C: 1.64 2.52 -1.24
C: 0.40 3.49 -0.99
C: -0.10 3.40 0.52
C: -1.43 4.20 0.78
C: -2.75 3.43 0.42
C: -3.13 2.27 1.45
Si: -2.59 0.52 0.90
C: -1.37 -0.17 2.22
C: -1.76 0.52 -0.84
C: -4.01 -0.75 0.79
C: -4.24 -1.83 1.76
C: -5.32 -2.82 1.62
C: -6.18 -2.69 0.44
C: -6.01 -1.62 -0.55
C: -4.92 -0.65 -0.37
H: 7.96 0.80 3.76
H: 8.91 -0.15 2.51
H: 7.80 -1.02 3.61
H: 6.37 1.12 1.87
H: 5.78 -0.45 2.53
H: 6.44 -1.69 0.71
H: 8.07 -0.89 0.63
H: 6.69 -0.52 -1.47
H: 7.09 1.06 -0.69
H: 3.84 -0.39 0.68
H: 2.91 -1.37 -2.16
H: 4.99 3.03 0.01
H: 3.61 2.53 1.04
H: 3.60 3.27 -2.02
H: 2.93 4.30 -0.71
H: 1.63 2.13 -2.30
H: 1.62 1.61 -0.58
H: -0.41 3.15 -1.68
H: 0.72 4.53 -1.27
H: -0.11 2.34 0.88
H: 0.71 3.92 1.12
H: -1.43 4.56 1.85
H: -1.39 5.13 0.15
H: -3.59 4.19 0.52
H: -2.80 3.10 -0.66
H: -4.24 2.28 1.64
H: -2.63 2.53 2.43
H: -0.51 0.53 2.39
H: -1.92 -0.35 3.20
H: -1.02 -1.19 1.88
H: -1.61 -0.56 -1.10
H: -0.75 1.00 -0.81
H: -2.47 1.04 -1.55
H: -3.54 -1.92 2.64
H: -5.47 -3.65 2.36
H: -6.99 -3.45 0.33
H: -6.68 -1.55 -1.45
H: -4.73 0.16 -1.12
N: -8.46 -2.02 -2.52
C: -9.25 -3.09 -2.70
C: -10.54 -3.03 -3.19
C: -11.06 -1.78 -3.51
C: -10.27 -0.66 -3.34
C: -8.98 -0.83 -2.84
H: -8.80 -4.04 -2.42
H: -11.13 -3.92 -3.31
H: -12.06 -1.69 -3.90
H: -10.63 0.33 -3.58
H: -8.32 0.02 -2.69
N: 9.83 -2.59 3.99
C: 11.16 -2.57 4.18
C: 12.04 -3.42 3.54
C: 11.53 -4.35 2.64
C: 10.16 -4.38 2.43
C: 9.36 -3.49 3.12
H: 11.51 -1.83 4.89
H: 13.10 -3.36 3.73
H: 12.19 -5.03 2.12
H: 9.72 -5.09 1.73
H: 8.29 -3.48 2.98
N: -10.70 -1.61 -7.26
C: -10.97 -1.79 -8.55
C: -10.32 -2.71 -9.36
C: -9.33 -3.49 -8.80
C: -9.02 -3.32 -7.45
C: -9.73 -2.38 -6.73
H: -11.76 -1.15 -8.95
H: -10.59 -2.81 -10.40
H: -8.80 -4.22 -9.39
H: -8.25 -3.91 -6.98
H: -9.53 -2.21 -5.68
N: 4.34 3.02 4.33
C: 4.44 4.19 4.97
C: 5.31 4.42 6.03
C: 6.12 3.37 6.44
C: 6.03 2.15 5.80
C: 5.13 2.03 4.75
H: 3.79 4.98 4.61
H: 5.35 5.38 6.51
H: 6.81 3.51 7.27
H: 6.65 1.31 6.09
H: 5.03 1.10 4.21

The HOMO-LUMO gap comes out at 6.183 eV. The spin multiplicity is 1. The lowest unoccupied orbital energy is 1.81 eV. Its net charge is -1. The value obtained for the HOMO energy is -4.37 eV.

***

2.
Here is a structure of composition C40H58BN8S2V from the OMol25 dataset. Energies are from ωB97M-V/def2-TZVPD.

Element x y z (Å)
V: 0.85 0.92 0.15
C: -1.21 -1.81 -4.36
C: -1.44 -0.50 -3.59
C: -2.50 0.34 -4.30
C: -1.84 -0.81 -2.18
C: -2.94 -1.60 -1.80
C: -2.87 -1.72 -0.43
C: -3.76 -2.54 0.45
C: -3.57 -4.03 0.15
C: -5.23 -2.15 0.26
N: -1.80 -1.00 -0.02
N: -1.15 -0.46 -1.10
B: -1.23 -0.75 1.39
N: -1.37 0.81 1.62
N: -0.85 1.58 0.61
C: -1.58 2.70 0.47
C: -2.55 2.68 1.47
C: -2.40 1.49 2.17
C: -3.24 1.12 3.36
C: -2.46 0.46 4.49
C: -4.46 0.29 2.96
C: -1.44 3.69 -0.64
C: -2.31 4.93 -0.39
C: -1.81 3.01 -1.96
N: 0.26 -1.26 1.30
N: 1.03 -0.95 0.21
C: 2.00 -1.87 0.07
C: 1.88 -2.77 1.11
C: 0.79 -2.36 1.88
C: 0.33 -3.09 3.11
C: -0.04 -2.18 4.29
C: -0.80 -4.08 2.77
C: 2.90 -1.94 -1.12
C: 4.11 -2.82 -0.86
C: 2.08 -2.46 -2.31
H: -0.73 -1.60 -5.32
H: -2.17 -2.29 -4.55
H: -0.58 -2.50 -3.80
H: -0.50 0.06 -3.56
H: -3.47 -0.18 -4.26
H: -2.24 0.48 -5.35
H: -2.62 1.32 -3.84
H: -3.68 -2.04 -2.46
H: -3.48 -2.37 1.49
H: -3.88 -4.25 -0.87
H: -4.17 -4.63 0.83
H: -2.53 -4.32 0.26
H: -5.57 -2.41 -0.74
H: -5.38 -1.07 0.40
H: -5.86 -2.68 0.98
H: -1.79 -1.34 2.24
H: -3.29 3.44 1.67
H: -3.62 2.08 3.72
H: -2.36 -0.61 4.31
H: -2.99 0.59 5.44
H: -1.46 0.89 4.59
H: -4.16 -0.70 2.62
H: -5.02 0.77 2.15
H: -5.12 0.16 3.82
H: -0.41 4.02 -0.72
H: -3.37 4.66 -0.38
H: -2.15 5.64 -1.19
H: -2.06 5.40 0.56
H: -2.85 2.66 -1.93
H: -1.16 2.16 -2.15
H: -1.72 3.73 -2.78
H: 2.52 -3.61 1.32
H: 1.19 -3.69 3.40
H: -1.10 -1.98 4.30
H: 0.49 -1.23 4.25
H: 0.22 -2.68 5.23
H: -1.70 -3.55 2.45
H: -1.04 -4.67 3.65
H: -0.49 -4.75 1.97
H: 3.25 -0.93 -1.36
H: 3.81 -3.85 -0.67
H: 4.68 -2.46 0.01
H: 4.78 -2.82 -1.72
H: 1.70 -3.47 -2.09
H: 2.70 -2.52 -3.20
H: 1.22 -1.81 -2.51
S: 1.77 1.14 2.25
C: 3.33 0.96 1.56
N: 3.45 0.78 0.28
C: 4.78 0.73 -0.11
C: 5.26 0.59 -1.41
C: 6.63 0.54 -1.61
C: 7.52 0.63 -0.54
C: 7.06 0.80 0.75
C: 5.69 0.85 0.96
S: 4.82 1.07 2.45
H: 4.58 0.54 -2.24
H: 7.01 0.44 -2.62
H: 8.58 0.57 -0.73
H: 7.75 0.90 1.58
C: 1.85 1.31 -2.92
C: 2.02 2.45 -1.95
C: 2.61 3.64 -2.17
C: 2.45 4.42 -0.97
C: 1.75 3.68 -0.07
C: 1.35 4.17 1.29
N: 1.47 2.42 -0.67
H: 2.70 1.27 -3.59
H: 0.96 1.47 -3.53
H: 1.75 0.36 -2.40
H: 3.10 3.96 -3.08
H: 2.80 5.43 -0.82
H: 1.17 5.24 1.23
H: 2.14 4.01 2.02
H: 0.45 3.69 1.67

The HOMO-LUMO gap (alpha / beta) comes out at 6.174 / 7.020 eV. The spin multiplicity is 2. The lowest unoccupied orbital energy (alpha / beta) is -4.43 / -3.58 eV. Its net charge is +1. The value obtained for the HOMO energy (alpha / beta) is -10.60 / -10.60 eV.

***

3.
Here is a cluster of 8 separate species, C40H58BrClNO23 in total from the OMol25 dataset. Energies are from ωB97M-V/def2-TZVPD.

Element x y z (Å)
C: 4.52 -3.31 0.40
C: 3.37 -3.68 1.46
C: 3.15 -2.58 2.62
Br: 4.42 -3.09 4.11
C: 3.34 -1.06 2.15
C: 4.48 -0.14 2.72
C: 4.63 1.35 2.22
C: 5.80 2.32 2.76
O: 5.81 3.53 2.38
O: 6.81 1.93 3.67
C: 3.61 1.86 1.17
C: 2.53 0.86 0.69
N: 2.41 -0.52 1.16
C: 1.31 -1.31 0.51
C: 0.14 -1.77 1.51
C: -0.20 -0.74 2.69
Cl: -0.51 0.98 2.13
H: 4.44 -4.11 -0.44
H: 4.35 -2.29 -0.08
H: 5.54 -3.38 0.95
H: 3.67 -4.66 1.99
H: 2.35 -3.89 0.99
H: 2.10 -2.66 3.11
H: 5.26 -0.49 3.47
H: 6.96 0.96 3.58
H: 3.65 2.91 0.71
H: 1.80 1.25 -0.12
H: 0.80 -0.65 -0.29
H: 1.77 -2.19 -0.08
H: 0.40 -2.83 1.88
H: -0.81 -1.91 0.86
H: 0.57 -0.80 3.56
H: -1.19 -1.10 3.17
C: 0.10 5.00 5.06
C: 0.86 4.00 5.91
C: 1.47 2.86 5.15
O: 1.53 1.84 6.13
C: 0.51 2.07 7.00
O: 0.12 1.29 7.82
O: -0.02 3.31 6.81
H: 0.08 4.70 4.00
H: -0.93 5.13 5.40
H: 0.59 5.98 5.09
H: 1.61 4.52 6.52
H: 2.46 3.10 4.76
H: 0.83 2.51 4.32
C: -1.78 9.80 7.47
C: -0.92 8.61 7.85
C: 0.29 8.96 8.67
O: 1.18 7.90 8.36
C: 0.87 7.50 7.09
O: 1.56 6.78 6.42
O: -0.32 8.02 6.69
H: -1.36 10.74 7.82
H: -1.92 9.87 6.39
H: -2.77 9.71 7.93
H: -1.53 7.84 8.33
H: 0.07 8.98 9.74
H: 0.76 9.90 8.37
C: -4.83 2.33 -1.30
C: -4.44 0.94 -0.83
C: -3.33 0.91 0.18
O: -2.77 -0.38 -0.02
C: -2.99 -0.69 -1.33
O: -2.45 -1.60 -1.90
O: -3.88 0.17 -1.90
H: -4.19 3.10 -0.86
H: -4.76 2.42 -2.39
H: -5.85 2.57 -1.00
H: -5.33 0.40 -0.47
H: -3.69 1.02 1.20
H: -2.55 1.66 -0.01
C: -0.81 -0.26 -6.33
C: 0.48 -0.49 -5.55
C: 0.27 -1.07 -4.18
O: 1.42 -0.61 -3.48
C: 1.77 0.57 -4.06
O: 2.56 1.35 -3.59
O: 1.12 0.75 -5.24
H: -1.70 -0.52 -5.74
H: -0.90 0.78 -6.66
H: -0.83 -0.90 -7.22
H: 1.18 -1.09 -6.14
H: 0.22 -2.16 -4.19
H: -0.62 -0.68 -3.67
C: 4.86 -4.67 -4.06
C: 5.63 -5.67 -3.21
C: 6.23 -6.80 -3.99
O: 6.30 -7.83 -3.02
C: 5.28 -7.61 -2.15
O: 4.90 -8.40 -1.33
O: 4.75 -6.37 -2.33
H: 4.84 -4.96 -5.11
H: 3.83 -4.54 -3.72
H: 5.35 -3.69 -4.02
H: 6.37 -5.15 -2.60
H: 7.23 -6.56 -4.38
H: 5.60 -7.15 -4.81
C: -0.02 -7.06 -5.75
C: -0.35 -5.59 -5.95
C: -1.67 -5.35 -6.64
O: -1.46 -4.08 -7.25
C: -0.12 -4.00 -7.51
O: 0.38 -3.17 -8.22
O: 0.56 -4.98 -6.86
H: -0.78 -7.72 -6.19
H: 0.94 -7.33 -6.19
H: 0.02 -7.30 -4.69
H: -0.28 -5.05 -5.00
H: -2.50 -5.31 -5.94
H: -1.89 -6.07 -7.43
C: -9.98 -0.13 -2.84
C: -8.95 0.97 -2.62
C: -8.27 0.93 -1.29
O: -7.90 2.28 -1.09
C: -8.82 3.03 -1.75
O: -8.96 4.21 -1.62
O: -9.58 2.26 -2.58
H: -10.09 -0.76 -1.95
H: -10.96 0.28 -3.09
H: -9.66 -0.79 -3.65
H: -8.23 0.98 -3.45
H: -7.39 0.28 -1.29
H: -8.93 0.63 -0.47

The HOMO-LUMO gap comes out at 7.440 eV. The spin multiplicity is 1. The lowest unoccupied orbital energy is -4.91 eV. Its net charge is +1. The value obtained for the HOMO energy is -12.35 eV.

***

4.
Here is a structure of composition C40H58BrN4O5P2RuTe from the OMol25 dataset. Energies are from ωB97M-V/def2-TZVPD.

Element x y z (Å)
Ru: 0.06 -0.24 -0.15
C: -4.50 -2.29 -0.61
C: -3.49 -1.13 -0.70
C: -3.42 -0.54 -2.11
P: -1.82 -1.55 -0.04
C: -2.09 -2.09 1.73
C: -2.85 -3.38 2.00
C: -2.65 -0.91 2.52
C: -1.10 -2.97 -0.90
C: -1.70 -3.83 -1.80
C: -0.97 -4.80 -2.47
C: -1.62 -5.66 -3.52
C: 0.38 -4.91 -2.18
C: 1.00 -4.07 -1.28
C: 0.29 -3.06 -0.64
N: 0.90 -2.10 0.19
C: 1.84 -2.51 1.15
C: 2.94 -1.68 1.50
C: 3.25 -0.35 0.88
C: 3.86 -2.10 2.45
C: 3.77 -3.32 3.10
C: 4.83 -3.78 4.07
C: 2.66 -4.09 2.81
C: 1.69 -3.71 1.90
C: 0.49 -4.63 1.83
H: -5.34 -2.02 0.02
H: -4.06 -3.21 -0.23
H: -4.89 -2.51 -1.61
H: -3.80 -0.31 -0.04
H: -2.97 -1.25 -2.82
H: -2.84 0.38 -2.10
H: -4.43 -0.30 -2.45
H: -1.05 -2.24 2.05
H: -3.93 -3.22 1.95
H: -2.61 -3.73 3.00
H: -2.59 -4.18 1.29
H: -3.72 -0.77 2.31
H: -2.13 0.02 2.27
H: -2.54 -1.08 3.59
H: -2.76 -3.72 -2.02
H: -2.66 -5.89 -3.26
H: -1.08 -6.60 -3.65
H: -1.63 -5.15 -4.48
H: 0.97 -5.67 -2.69
H: 2.06 -4.17 -1.08
H: 3.71 -0.51 -0.10
H: 3.98 0.17 1.50
H: 2.10 1.06 1.50
H: 4.68 -1.43 2.69
H: 5.33 -2.92 4.52
H: 5.58 -4.38 3.55
H: 4.40 -4.39 4.86
H: 2.52 -5.02 3.36
H: 0.33 -5.09 2.80
H: 0.63 -5.43 1.10
H: -0.42 -4.11 1.55
C: 5.18 1.44 -3.99
C: 3.94 1.77 -3.18
O: 2.91 0.82 -3.45
P: 2.28 -0.08 -2.21
O: 2.16 0.52 0.69
Te: -0.03 -0.14 -2.93
O: 2.66 -1.61 -2.71
C: 3.94 -2.15 -2.42
C: 4.22 -3.28 -3.39
H: 5.98 2.15 -3.78
H: 4.94 1.47 -5.05
H: 5.53 0.43 -3.75
H: 3.57 2.76 -3.46
H: 4.17 1.79 -2.11
H: 3.96 -2.52 -1.39
H: 4.72 -1.38 -2.51
H: 3.44 -4.04 -3.30
H: 5.19 -3.73 -3.18
H: 4.21 -2.90 -4.41
Br: 3.64 1.78 3.54
C: 0.21 2.32 3.23
C: -0.62 3.30 4.02
N: -1.78 3.70 3.69
C: -2.34 3.22 2.49
C: -1.62 2.62 1.53
C: -0.17 2.31 1.73
C: -2.25 2.09 0.27
O: -3.40 2.40 -0.02
O: -1.52 1.30 -0.44
H: -0.20 3.70 4.94
H: -3.39 3.43 2.35
H: -0.11 1.27 1.40
N: 0.30 -1.16 4.09
C: 0.15 -0.70 5.34
C: 0.03 0.66 5.25
C: 0.15 0.95 3.87
N: 0.29 -0.17 3.18
H: 0.51 -2.09 3.78
H: 0.15 -1.37 6.19
H: -0.09 1.36 6.06
H: 1.26 2.62 3.30
C: 1.36 5.12 2.12
C: 1.01 4.54 0.75
C: -0.19 5.32 0.16
C: 2.22 4.74 -0.18
C: 0.71 3.08 0.78
H: 1.57 6.19 2.03
H: 2.24 4.63 2.54
H: 0.53 5.01 2.82
H: 0.09 6.36 -0.01
H: -1.04 5.28 0.83
H: -0.49 4.88 -0.80
H: 2.50 5.79 -0.22
H: 1.98 4.41 -1.20
H: 3.07 4.16 0.18
H: 1.01 2.54 -0.11

The HOMO-LUMO gap (alpha / beta) comes out at 6.584 / 5.885 eV. The spin multiplicity is 5. The lowest unoccupied orbital energy (alpha / beta) is 2.01 / 1.08 eV. Its net charge is -1. The value obtained for the HOMO energy (alpha / beta) is -4.58 / -4.81 eV.

***

Maximum force for the records above, in order: 0.0600, 0.0294, 0.1077, 0.0215 Eh/bohr
Molecular weight for the records above, in order: 682.07, 776.85, 1036.24, 1045.45 g/mol